*P*
Here is 2 unconnected molecules or ions with the total composition C9H14O from the Open Molecules 2025 dataset. Energies are from ωB97M-V with the def2-TZVPD basis set.

## Properties
Frontier orbital gap ... 9.058 eV
LUMO level ... 0.794 eV

ORCA input file:
```
! wB97M-V def2-TZVPD RIJCOSX def2/J DEFGRID3
* xyz 0 1
C 2.884 -0.598 0.090
C 1.538 -0.599 0.765
C 0.567 -1.433 0.162
C -0.754 -1.410 0.571
C -1.051 -0.583 1.684
O -2.267 -0.496 2.318
C -0.081 0.179 2.298
C 1.223 0.233 1.848
H 3.600 0.051 0.590
H 2.938 -0.308 -0.998
H 3.264 -1.622 0.271
H 1.047 -2.066 -0.571
H -1.545 -2.072 0.198
H -2.986 -0.976 1.837
H -0.291 0.660 3.251
H 1.961 0.866 2.298
C -0.479 1.319 -1.856
C -2.034 1.272 -2.272
H -0.053 2.246 -2.315
H -0.491 1.237 -0.773
H 0.039 0.506 -2.408
H -2.411 0.329 -1.830
H -2.022 1.214 -3.387
H -2.595 2.052 -1.773
*
```



*Q*
Here is 2 unconnected molecules or ions with the total composition C9H14O from the Open Molecules 2025 dataset. Energies are from ωB97M-V with the def2-TZVPD basis set.

## Properties
Frontier orbital gap ... 9.354 eV
LUMO level ... 0.858 eV

ORCA input file:
```
! wB97M-V def2-TZVPD RIJCOSX def2/J DEFGRID3
* xyz 0 1
C 0.196 -1.714 1.858
C -0.361 -0.434 1.312
C -1.667 -0.431 0.887
C -2.068 0.779 0.267
C -1.251 1.866 0.080
O -1.648 2.777 -0.848
C 0.093 1.830 0.601
C 0.419 0.735 1.360
H 0.751 -2.237 1.089
H -0.613 -2.275 2.343
H 0.950 -1.710 2.674
H -2.308 -1.277 1.113
H -3.072 0.756 -0.118
H -1.566 3.719 -0.691
H 0.699 2.688 0.339
H 1.311 0.683 1.985
C 0.584 -0.989 -1.666
C 1.991 -0.439 -1.926
H -0.149 -0.337 -1.217
H -0.004 -1.279 -2.575
H 0.613 -1.930 -1.122
H 2.764 -1.046 -1.429
H 2.228 -0.244 -2.949
H 2.107 0.509 -1.366
*
```



Here is how they stack up, most stable first: *P*, *Q*.



*P*
Here is C6H9N in the gas phase from the Open Molecules 2025 dataset. Energies are from ωB97M-V with the def2-TZVPD basis set.

## Properties
Frontier orbital gap ... 7.508 eV
LUMO level ... 0.299 eV

ORCA input file:
```
! wB97M-V def2-TZVPD RIJCOSX def2/J DEFGRID3
* xyz 0 1
C 1.624 -0.609 0.137
C 0.198 -0.096 -0.018
C -0.885 -1.051 0.674
C -0.482 -0.043 -1.338
C -1.161 1.122 -1.604
C -0.744 1.901 -0.483
N 0.034 1.274 0.404
H 1.940 -0.597 1.188
H 1.656 -1.643 -0.217
H 2.345 -0.026 -0.446
H -1.790 -0.506 0.933
H -0.427 -1.434 1.571
H -1.230 -1.935 0.124
H -0.475 -0.959 -1.930
H -0.990 2.942 -0.264
H 0.388 1.658 1.267
*
```



*Q*
Here is C6H9N in the gas phase from the Open Molecules 2025 dataset. Energies are from ωB97M-V with the def2-TZVPD basis set.

## Properties
Frontier orbital gap ... 10.475 eV
LUMO level ... 1.136 eV

ORCA input file:
```
! wB97M-V def2-TZVPD RIJCOSX def2/J DEFGRID3
* xyz 0 1
H -0.435 -1.845 1.447
N -0.048 -0.918 1.513
C 0.214 -0.483 0.350
C -0.114 -1.170 -0.977
C -1.437 -0.575 -1.305
C 0.906 0.911 0.236
C 1.588 1.491 1.422
C 0.429 1.957 1.273
H 0.665 -0.749 -1.768
H -0.161 -2.293 -1.009
H -1.957 -0.944 -0.497
H -1.624 -0.913 -2.239
H -1.309 0.544 -1.337
H 1.255 1.206 -0.855
H 2.510 1.499 2.039
H -0.481 2.283 1.707
*
```



*R*
Here is a molecular structure, C6H9N from the Open Molecules 2025 dataset. Energies are from ωB97M-V with the def2-TZVPD basis set.

## Properties
Frontier orbital gap ... 8.411 eV
LUMO level ... 0.815 eV

ORCA input file:
```
! wB97M-V def2-TZVPD RIJCOSX def2/J DEFGRID3
* xyz 0 1
C 2.573 -0.541 -0.036
C 1.323 0.274 0.027
C 0.079 -0.450 0.043
C -1.056 0.242 0.065
C -2.577 -0.444 -0.180
C -1.739 1.339 -0.083
N 1.265 1.554 0.079
H 2.681 -1.107 0.893
H 2.576 -1.270 -0.848
H 3.481 0.048 -0.166
H 0.049 -1.524 0.044
H -3.523 0.058 0.056
H -2.472 -1.232 0.573
H -2.624 -0.837 -1.196
H -2.233 1.918 0.667
H 2.196 1.974 0.061
*
```



Here is how they stack up, most stable first: *P*, *Q*, *R*.



*P*
Here is 10 unconnected molecules or ions with the total composition H20O10 from the Open Molecules 2025 dataset. Energies are from ωB97M-V with the def2-TZVPD basis set.

## Properties
Frontier orbital gap ... 10.240 eV
LUMO level ... -0.021 eV

ORCA input file:
```
! wB97M-V def2-TZVPD RIJCOSX def2/J DEFGRID3
* xyz 0 1
O -1.307 -0.103 0.845
H -1.422 0.795 0.516
H -0.583 -0.031 1.477
O -3.097 0.969 2.613
H -2.763 0.298 2.007
H -2.319 1.495 2.832
O 3.604 1.533 -0.518
H 2.877 1.887 0.006
H 3.291 0.666 -0.799
O 0.214 1.450 -2.807
H 1.094 1.422 -3.199
H -0.377 1.542 -3.563
O -0.024 2.189 2.682
H 0.241 2.714 3.446
H 0.747 1.642 2.494
O -0.796 -3.845 -1.025
H -0.695 -4.564 -1.658
H -1.030 -4.289 -0.202
O 1.105 0.937 0.556
H 2.009 0.655 0.737
H 1.130 1.893 0.673
O -2.431 2.185 -2.990
H -2.278 1.264 -2.753
H -2.808 2.141 -3.875
O 1.239 -3.826 2.015
H 1.804 -4.489 2.428
H 0.344 -4.138 2.193
O 1.176 -1.278 -1.448
H 1.285 -1.819 -0.658
H 1.992 -0.768 -1.497
*
```



*Q*
Here is 10 unconnected molecules or ions with the total composition H20O10 from the Open Molecules 2025 dataset. Energies are from ωB97M-V with the def2-TZVPD basis set.

## Properties
Frontier orbital gap ... 10.979 eV
LUMO level ... -0.055 eV

ORCA input file:
```
! wB97M-V def2-TZVPD RIJCOSX def2/J DEFGRID3
* xyz 0 1
O 2.296 -0.531 3.535
H 1.883 -0.422 2.666
H 1.614 -0.109 4.066
O -1.872 -0.667 -0.892
H -1.101 -1.122 -0.541
H -1.661 -0.090 -1.625
O 0.584 2.624 -2.034
H -0.006 1.877 -2.097
H 1.407 2.353 -1.626
O -1.080 -0.265 2.702
H -1.601 -1.059 2.711
H -1.537 0.569 2.605
O 3.143 -1.700 -1.538
H 3.986 -1.909 -1.132
H 2.576 -2.473 -1.473
O -3.229 1.981 -0.405
H -2.751 2.761 -0.694
H -2.547 1.348 -0.148
O 0.400 -1.023 -3.529
H -0.344 -1.412 -4.014
H -0.134 -0.496 -2.935
O -1.759 2.362 2.258
H -0.949 2.478 1.759
H -2.299 3.130 2.409
O -0.524 -3.247 -0.439
H -1.182 -2.897 0.120
H -0.842 -4.142 -0.594
O 2.068 0.658 0.391
H 1.970 -0.281 0.205
H 2.995 0.831 0.571
*
```



Here is how they stack up, most stable first: *Q*, *P*.